Record 1
Entry from the OMol25 dataset: a structure of composition C18H30Cl3F3GeINO2SbY (ωB97M-V with the def2-TZVPD basis set).

Geometry as ORCA input:
```
! RIJCOSX wB97M-V def2-TZVPD def2/J DEFGRID3
* xyz 0 1
Y 0.734 -0.340 -0.063
Cl 0.200 4.680 -1.079
C 0.821 3.812 0.318
Cl 2.581 4.030 0.439
Cl 0.036 4.402 1.786
C 0.608 2.285 0.178
O 0.434 1.794 -0.964
O 0.656 1.595 1.225
C 5.567 -0.198 -2.200
Ge 3.624 0.019 -1.981
C 3.120 1.707 -2.853
C 2.737 -1.422 -3.009
C 3.056 -0.096 -0.110
H 5.852 -0.143 -3.253
H 5.899 -1.158 -1.802
H 6.091 0.591 -1.660
H 3.563 1.734 -3.851
H 3.490 2.568 -2.295
H 2.040 1.810 -2.953
H 2.987 -1.337 -4.067
H 1.644 -1.382 -2.935
H 3.062 -2.406 -2.666
H 3.425 0.804 0.398
H 3.626 -0.939 0.293
C -4.438 3.327 -0.135
C -2.972 2.905 -0.097
Sb -2.547 0.915 0.651
C -4.537 0.075 0.637
C -4.750 -0.940 1.759
C -2.469 1.400 2.754
C -3.506 2.408 3.238
H -4.532 4.362 -0.472
H -4.909 3.255 0.846
H -5.013 2.705 -0.822
H -2.390 3.590 0.526
H -2.536 2.953 -1.096
H -4.667 -0.400 -0.336
H -5.263 0.885 0.705
H -3.990 -1.724 1.744
H -5.722 -1.427 1.665
H -4.713 -0.464 2.739
H -1.456 1.764 2.933
H -2.561 0.450 3.288
H -3.403 3.362 2.718
H -3.393 2.606 4.307
H -4.525 2.052 3.075
F -0.627 -1.656 -1.324
C -1.276 -2.708 -0.206
F -2.524 -2.298 -0.260
F -0.784 -1.919 0.969
I 1.565 -6.488 -2.097
C 1.898 -5.068 -0.613
C 2.522 -5.404 0.575
C 2.721 -4.406 1.516
C 2.297 -3.124 1.225
N 1.679 -2.803 0.086
C 1.478 -3.763 -0.816
H 2.848 -6.418 0.762
H 3.207 -4.618 2.458
H 2.466 -2.316 1.927
H 0.969 -3.479 -1.725
*
```

E_HOMO (eV): -8.2
Gap between HOMO and LUMO (eV): 8.25
Largest force on an atom (eV/A): 0.90
Energy above the lowest of the compared OMol25 structures with the same formula, charge and spin (kcal/mol): 8.00
Lowest unoccupied orbital energy (hartree): 0.0032
E_tot (hartree): -5242.49146


Record 2
Entry from the OMol25 dataset: a structure of composition C43H53N6O3SeTeTi (ωB97M-V with the def2-TZVPD basis set).

Geometry as ORCA input:
```
! RIJCOSX wB97M-V def2-TZVPD def2/J DEFGRID3
* xyz 0 2
Ti -1.528 -1.348 0.540
C -2.628 -1.375 3.396
N -3.518 -1.373 2.233
C -3.845 -2.673 1.631
C -4.268 -2.433 0.196
C -5.329 -3.080 -0.409
C -5.593 -2.824 -1.747
C -4.802 -1.917 -2.432
C -3.782 -1.280 -1.745
N -3.536 -1.521 -0.458
C -4.783 -0.675 2.476
C -4.792 0.825 2.676
C -5.949 1.402 3.203
C -6.019 2.777 3.313
C -4.932 3.537 2.903
C -3.828 2.873 2.402
N -3.756 1.548 2.286
C -1.663 -0.206 3.362
C -1.236 0.432 4.512
C -0.302 1.452 4.406
C 0.168 1.814 3.156
C -0.322 1.138 2.051
N -1.216 0.160 2.159
H -2.033 -2.293 3.388
H -3.189 -1.364 4.338
H -4.637 -3.205 2.174
H -2.962 -3.321 1.631
H -5.925 -3.790 0.150
H -6.407 -3.332 -2.247
H -4.971 -1.703 -3.478
H -3.125 -0.559 -2.212
H -5.278 -1.137 3.345
H -5.435 -0.873 1.621
H -6.775 0.777 3.518
H -6.905 3.250 3.716
H -4.940 4.616 2.974
H -2.950 3.423 2.076
H -1.619 0.129 5.477
H 0.056 1.954 5.295
H 0.909 2.593 3.035
H 0.013 1.354 1.044
C -5.060 1.797 -0.872
O -3.663 1.755 -0.733
C -3.017 2.813 -1.398
C -1.550 2.799 -1.015
O -0.912 1.569 -1.251
C -0.660 1.310 -2.622
H -5.481 2.699 -0.410
H -5.465 0.919 -0.369
H -5.362 1.771 -1.927
H -3.446 3.781 -1.099
H -3.152 2.719 -2.485
H -1.470 2.980 0.060
H -1.041 3.617 -1.544
H -0.015 2.086 -3.050
H -1.590 1.259 -3.200
H -0.164 0.344 -2.661
Se 1.416 -4.465 3.079
C 0.581 -3.107 2.310
N 0.044 -2.199 1.803
C -0.178 -3.560 -2.212
C -0.793 -2.705 -1.142
O -1.546 -3.299 -0.264
N -0.570 -1.409 -1.035
Te 2.522 -0.713 -0.241
C 4.558 -1.117 0.283
C 5.017 -2.439 0.322
C 4.164 -3.653 0.042
C 6.345 -2.682 0.679
C 7.225 -1.662 0.987
C 8.655 -1.945 1.361
C 6.748 -0.356 0.949
C 5.434 -0.067 0.612
C 5.000 1.374 0.594
C 2.916 0.683 -1.808
C 2.639 2.046 -1.670
C 2.126 2.686 -0.405
C 2.859 2.899 -2.755
C 3.346 2.441 -3.964
C 3.583 3.375 -5.120
C 3.623 1.082 -4.082
C 3.419 0.198 -3.032
C 3.762 -1.253 -3.237
H -0.947 -4.173 -2.685
H 0.539 -4.235 -1.741
H 0.331 -2.944 -2.950
H 3.167 -3.398 -0.301
H 4.056 -4.251 0.950
H 4.639 -4.282 -0.715
H 6.690 -3.711 0.717
H 8.851 -3.016 1.387
H 8.891 -1.533 2.344
H 9.343 -1.492 0.644
H 7.417 0.462 1.199
H 5.719 1.997 1.126
H 4.021 1.492 1.058
H 4.920 1.743 -0.432
H 1.993 1.955 0.390
H 1.169 3.178 -0.591
H 2.826 3.449 -0.056
H 2.647 3.958 -2.634
H 3.305 4.397 -4.866
H 3.002 3.072 -5.993
H 4.635 3.374 -5.413
H 4.012 0.701 -5.021
H 4.100 -1.427 -4.259
H 2.902 -1.893 -3.035
H 4.555 -1.565 -2.555
*
```

E_HOMO (spin up / spin down) (eV): -6.6 / -6.8
Gap between HOMO and LUMO (spin up / spin down) (eV): 6.83 / 7.02
Largest force on an atom (eV/A): 0.83
Energy above the lowest of the compared OMol25 structures with the same formula, charge and spin (kcal/mol): 35.68
Lowest unoccupied orbital energy (spin up / spin down) (hartree): 0.0090 / 0.0063
E_tot (hartree): -5743.55571


Record 3
Entry from the OMol25 dataset: a structure of composition C26H33N4O7PPd at a distorted geometry (ωB97M-V with the def2-TZVPD basis set).

Geometry as ORCA input:
```
! RIJCOSX wB97M-V def2-TZVPD def2/J DEFGRID3
* xyz 2 1
Pd -0.016 0.390 -0.367
C -0.219 3.676 -0.397
N -0.623 2.693 -1.403
C 0.048 2.948 -2.667
C -1.997 2.372 -1.463
C -2.795 2.623 -2.574
C -4.145 2.302 -2.555
C -4.709 1.697 -1.434
C -3.945 1.429 -0.318
C -2.571 1.746 -0.301
N -1.694 1.372 0.658
C -1.971 1.079 1.948
C -3.100 1.554 2.651
C -3.327 1.173 3.953
C -2.441 0.321 4.603
C -1.291 -0.111 3.958
C -1.027 0.288 2.659
N 0.225 -0.014 2.025
C 0.669 -1.396 2.179
C 1.254 0.934 2.457
H -0.433 4.690 -0.756
H -0.752 3.529 0.542
H 0.853 3.581 -0.225
H -0.232 3.918 -3.090
H 1.122 2.977 -2.480
H -0.181 2.158 -3.385
H -2.384 3.100 -3.452
H -4.758 2.520 -3.417
H -5.750 1.419 -1.445
H -4.383 0.903 0.516
H -3.769 2.252 2.172
H -4.195 1.542 4.475
H -2.621 0.025 5.624
H -0.584 -0.734 4.486
H 1.085 -1.580 3.174
H -0.162 -2.082 2.013
H 1.459 -1.589 1.447
H 1.401 0.871 3.541
H 2.193 0.693 1.963
H 0.961 1.954 2.209
O -1.830 -1.043 -0.615
C -1.853 -2.245 -0.357
C -0.768 -3.176 -0.458
C -0.941 -4.487 -0.007
C 0.077 -5.405 -0.124
C 1.286 -5.070 -0.754
C 1.489 -3.799 -1.207
C 0.500 -2.770 -1.035
O 0.752 -1.582 -1.388
N -0.104 -6.743 0.422
O -1.089 -6.915 1.099
O 0.752 -7.551 0.175
H -2.806 -2.686 -0.015
H -1.870 -4.802 0.446
H 2.032 -5.845 -0.866
H 2.405 -3.524 -1.709
C 2.673 0.569 -3.522
O 3.062 0.188 -2.208
P 2.263 0.584 -0.889
O 3.065 -0.320 0.160
C 4.235 -1.107 -0.120
O 2.717 2.108 -0.555
C 4.094 2.507 -0.493
H 3.367 0.069 -4.196
H 2.758 1.648 -3.657
H 1.655 0.237 -3.730
H 4.690 -1.304 0.849
H 4.934 -0.579 -0.765
H 3.951 -2.047 -0.590
H 4.100 3.539 -0.150
H 4.562 2.446 -1.475
H 4.644 1.883 0.211
*
```

E_HOMO (spin up / spin down) (eV): -13.1 / -13.1
Gap between HOMO and LUMO (spin up / spin down) (eV): 3.98 / 4.02
Largest force on an atom (eV/A): 4.69
Energy above the lowest of the compared OMol25 structures with the same formula, charge and spin (kcal/mol): 54.02
Lowest unoccupied orbital energy (spin up / spin down) (hartree): -0.3347 / -0.3328
E_tot (hartree): -2224.77333


Record 4
Entry from the OMol25 dataset: a structure of composition C42H111F6N10O15S2Ti at a distorted geometry (ωB97M-V with the def2-TZVPD basis set).

Geometry as ORCA input:
```
! RIJCOSX wB97M-V def2-TZVPD def2/J DEFGRID3
* xyz 0 4
Ti -0.545 -1.736 -3.738
C -1.924 -0.431 2.200
F -1.145 -0.828 3.139
F -2.502 -1.412 1.525
F -2.925 0.406 2.601
S -0.607 0.333 0.928
O 0.060 1.337 1.701
O 0.242 -0.830 0.599
N -1.545 0.800 -0.448
S -1.599 2.308 -0.223
O -2.482 2.756 0.886
O -0.294 2.934 -0.355
C -2.483 2.912 -1.972
F -2.206 2.075 -2.901
F -3.794 3.000 -1.927
F -1.993 4.130 -2.211
C -1.072 -8.900 5.947
C 0.368 -9.323 5.898
C 0.902 -9.611 4.546
O 0.145 -10.702 3.824
C 0.467 -12.101 4.146
N 1.055 -8.248 6.596
H -1.522 -9.126 6.914
H -1.701 -9.345 5.176
H -1.194 -7.827 5.798
H 0.535 -10.254 6.440
H 1.962 -9.861 4.508
H 0.939 -8.688 3.966
H 0.109 -12.218 5.169
H 1.535 -12.313 4.095
H -0.056 -12.760 3.453
H 0.478 -7.822 7.308
H 1.893 -8.492 7.103
C 6.946 -3.886 8.861
C 5.826 -3.049 9.445
C 6.279 -1.998 10.518
O 7.115 -2.491 11.473
C 6.571 -2.884 12.712
N 5.240 -2.278 8.367
H 7.187 -4.733 9.502
H 7.842 -3.324 8.597
H 6.696 -4.346 7.904
H 5.072 -3.714 9.866
H 5.440 -1.451 10.947
H 6.958 -1.277 10.063
H 7.365 -3.237 13.369
H 5.754 -3.603 12.652
H 6.084 -1.988 13.098
H 4.609 -2.724 7.717
H 4.797 -1.428 8.685
C -1.811 6.190 -10.995
C -2.447 5.006 -11.762
C -1.567 4.402 -12.776
O -1.273 5.021 -14.009
C -0.012 5.702 -13.958
N -2.833 4.081 -10.756
H -2.563 6.660 -10.362
H -1.396 6.917 -11.693
H -0.977 5.900 -10.355
H -3.339 5.350 -12.285
H -2.126 3.584 -13.230
H -0.702 3.851 -12.404
H 0.855 5.089 -13.714
H -0.042 6.464 -13.179
H 0.173 6.186 -14.917
H -3.185 4.616 -9.975
H -2.074 3.521 -10.395
C 6.991 -5.634 1.871
C 7.292 -4.150 1.904
C 8.797 -3.824 2.003
O 8.890 -2.406 1.853
C 9.152 -1.686 3.027
N 6.723 -3.617 0.641
H 6.034 -5.922 1.437
H 7.008 -5.932 2.920
H 7.748 -6.240 1.373
H 6.793 -3.794 2.805
H 9.212 -4.237 1.083
H 9.354 -4.153 2.880
H 9.301 -0.648 2.728
H 10.007 -2.075 3.580
H 8.334 -1.765 3.743
H 5.718 -3.714 0.667
H 6.916 -2.645 0.839
C 0.950 -8.079 -3.151
C 0.045 -6.849 -3.358
C -1.145 -6.716 -2.356
O -1.875 -5.564 -2.747
C -3.176 -5.600 -2.211
N 0.928 -5.709 -3.293
H 0.429 -8.907 -3.631
H 1.091 -8.351 -2.105
H 1.920 -7.991 -3.641
H -0.349 -6.762 -4.371
H -0.853 -6.714 -1.306
H -1.767 -7.573 -2.612
H -3.846 -6.057 -2.940
H -3.615 -4.610 -2.088
H -3.387 -6.068 -1.249
H 1.528 -5.967 -2.522
H 1.610 -5.753 -4.038
C 3.363 8.652 -5.286
C 3.146 7.766 -6.468
C 4.393 7.583 -7.404
O 4.184 6.684 -8.491
C 5.315 6.066 -9.104
N 2.956 6.438 -5.995
H 4.106 8.263 -4.590
H 2.441 8.870 -4.747
H 3.724 9.578 -5.734
H 2.297 8.052 -7.090
H 5.221 7.153 -6.841
H 4.727 8.484 -7.918
H 4.924 5.784 -10.081
H 5.759 5.260 -8.520
H 6.122 6.775 -9.291
H 2.190 6.381 -5.339
H 2.820 5.801 -6.767
C 2.110 -0.438 -9.731
C 1.087 -0.556 -8.644
C -0.114 -1.363 -9.068
O -1.170 -1.138 -8.184
C -2.222 -2.000 -8.637
N 1.632 -1.124 -7.451
H 3.060 -0.006 -9.416
H 1.789 0.072 -10.639
H 2.360 -1.419 -10.135
H 0.825 0.498 -8.549
H 0.185 -2.410 -9.027
H -0.277 -0.987 -10.079
H -1.782 -2.997 -8.609
H -2.719 -1.712 -9.563
H -3.010 -2.111 -7.891
H 2.618 -0.925 -7.352
H 1.563 -2.121 -7.596
C -0.572 1.151 11.838
C -0.881 0.227 10.616
C -2.356 -0.063 10.495
O -2.486 -1.070 9.475
C -3.820 -1.455 9.056
N -0.312 0.835 9.426
H -1.167 2.045 12.027
H 0.367 1.698 11.746
H -0.524 0.521 12.726
H -0.368 -0.732 10.686
H -2.847 0.872 10.226
H -2.764 -0.311 11.475
H -4.321 -0.574 8.655
H -4.422 -1.786 9.903
H -3.597 -2.271 8.369
H -0.658 0.148 8.772
H -0.746 1.735 9.279
C -0.910 7.885 4.209
C -1.738 7.701 5.505
C -3.045 8.583 5.613
O -3.971 8.165 4.614
C -5.245 8.784 4.582
N -1.971 6.305 5.566
H -0.514 8.893 4.088
H -1.354 7.571 3.265
H 0.007 7.298 4.269
H -1.061 7.953 6.321
H -2.792 9.642 5.661
H -3.491 8.321 6.572
H -5.924 8.322 5.298
H -5.595 8.699 3.553
H -5.095 9.861 4.664
H -1.299 5.725 5.084
H -2.799 6.145 5.010
C -9.557 5.078 1.265
C -8.762 3.933 1.831
O -9.393 3.546 3.061
H -9.806 5.803 2.040
H -10.479 4.793 0.758
H -9.100 5.520 0.380
H -7.716 4.222 1.940
H -8.937 3.155 1.088
H -8.696 3.452 3.714
C -10.249 0.946 -4.803
C -10.487 0.758 -6.247
O -11.211 -0.437 -6.471
H -10.170 1.946 -4.377
H -9.317 0.404 -4.642
H -11.001 0.461 -4.180
H -9.533 0.914 -6.750
H -11.242 1.511 -6.470
H -12.013 -0.266 -5.971
*
```

E_HOMO (spin up / spin down) (eV): -8.3 / -8.3
Gap between HOMO and LUMO (spin up / spin down) (eV): 6.32 / 6.24
Largest force on an atom (eV/A): 6.21
Energy above the lowest of the compared OMol25 structures with the same formula, charge and spin (kcal/mol): 218.02
Lowest unoccupied orbital energy (spin up / spin down) (hartree): -0.0731 / -0.0761
E_tot (hartree): -5587.33263